Density functional theory data (ωB97M-V/def2-TZVPD) for 2 unconnected molecules or ions with the total composition C5H4O.

Structure (ORCA input):
```
! RIJCOSX wB97M-V def2-TZVPD def2/J DEFGRID3
* xyz 0 1
C 1.8922 0.2117 -0.5910
H 1.8757 -0.6514 -0.0465
H -0.6133 -1.6546 1.1340
C 1.7961 0.8901 0.5142
C -1.5308 0.0368 0.5111
O -0.5283 -1.4712 -0.9437
H -2.2878 2.1293 0.4681
H 1.9844 0.4202 -1.6073
C -0.8097 -1.0933 0.1862
C -1.7784 1.1823 0.3748
*
```

Its HOMO energy is -10.616 eV. The max |F| comes out at 4.753 eV/A. The energy above the lowest of the compared OMol25 structures with the same formula, charge and spin comes out at 588.19 kJ/mol. The gap between HOMO and LUMO is 0.37592 Ha. Its total energy is -7289.61228 eV.

Results of the Mulliken charge analysis, in e, for atoms 1 through 2:
1. C -0.5214
2. H 0.3759

=====

Density functional theory data (ωB97M-V/def2-TZVPD) for 2 unconnected molecules or ions with the total composition C5H4O.

Structure (ORCA input):
```
! RIJCOSX wB97M-V def2-TZVPD def2/J DEFGRID3
* xyz 0 1
C 1.5372 -0.7675 0.1216
H 2.6554 -0.9606 -0.0841
C 1.2821 0.5345 -0.1102
H 1.0477 -1.7185 0.2611
C -1.2330 -0.1690 -0.3439
C -0.1863 0.8672 0.0134
H 2.0457 1.2824 -0.4250
O -0.5489 2.1129 0.0693
H -3.9692 -0.7173 0.5506
C -2.6306 -0.4641 -0.0528
*
```

Its HOMO energy is -9.626 eV. The max |F| comes out at 11.849 eV/A. The energy above the lowest of the compared OMol25 structures with the same formula, charge and spin comes out at 650.92 kJ/mol. The gap between HOMO and LUMO is 0.31488 Ha. Its total energy is -7288.96204 eV.

Results of the Mulliken charge analysis, in e, for atoms 1 through 2:
1. C -0.5739
2. H 0.1910

=====

Density functional theory data (ωB97M-V/def2-TZVPD) for a single C5H4O2 molecule.

Structure (ORCA input):
```
! RIJCOSX wB97M-V def2-TZVPD def2/J DEFGRID3
* xyz 0 1
C 1.0064 0.6617 -0.2514
C -1.3645 0.4057 -0.1009
O 2.3013 -1.2524 0.1631
C -1.1422 -0.9161 -0.0088
H -1.9157 -1.6769 -0.0080
C -0.1752 1.2798 -0.0016
O 0.0749 -1.4841 0.1840
H 1.8663 1.2777 -0.4558
C 1.2251 -0.7503 -0.0216
H 0.5097 1.7376 0.8385
H -2.3861 0.7173 -0.3375
*
```

Its HOMO energy is -9.282 eV. The max |F| comes out at 3.150 eV/A. The energy above the lowest of the compared OMol25 structures with the same formula, charge and spin comes out at 284.80 kJ/mol. The gap between HOMO and LUMO is 0.32888 Ha. Its structure (SMILES) is O=c1cccco1. Its total energy is -9341.23033 eV.

Results of the Mulliken charge analysis, in e, for atoms 1 through 2:
1. C -0.3481
2. C -0.2405